Entry 1:
Molecular formula: C22H58N7O8P3S
Method: DFT, ωB97M-V with the def2-TZVPD basis set

SMILES string: CP(O)[PH3][PH2]=S.CN(C)C=O.CN(C)C=O.CN(C)C=O.CN(C)C=O.CN(C)C=O.CN(C)C=O.CN(C)C=O
M, g/mol: 673.74
E_HOMO, eV: -7.538

Structure (ORCA input):
```
! wB97M-V def2-TZVPD RIJCOSX def2/J DEFGRID3
* xyz 0 1
C 2.261 -0.358 -2.339
P 1.167 -1.557 -1.414
O 1.427 -3.101 -2.107
P -0.941 -1.099 -1.993
P -3.138 -0.889 -2.510
S -4.055 -2.307 -1.481
H 2.652 -0.865 -3.221
H 1.643 0.503 -2.607
H 3.053 -0.042 -1.670
H 1.374 -3.704 -1.377
H -1.257 -2.487 -1.731
H -0.544 -0.645 -3.310
H -1.067 -0.127 -0.945
H -3.646 0.384 -2.125
H -3.362 -1.129 -3.895
C 4.467 2.063 -7.129
N 4.775 1.597 -5.791
C 5.388 0.292 -5.616
C 4.508 2.339 -4.695
O 4.743 1.997 -3.557
H 3.771 1.372 -7.609
H 5.384 2.115 -7.721
H 4.014 3.051 -7.093
H 4.745 -0.337 -5.000
H 6.348 0.401 -5.110
H 5.539 -0.180 -6.584
H 4.044 3.309 -4.933
C 0.254 -0.711 2.559
N -0.666 -1.823 2.708
C -1.263 -2.090 4.003
C -0.982 -2.618 1.665
O -1.739 -3.564 1.712
H 1.109 -0.849 3.223
H -0.259 0.219 2.818
H 0.608 -0.648 1.530
H -0.997 -3.096 4.332
H -2.350 -2.029 3.927
H -0.908 -1.364 4.731
H -0.461 -2.320 0.738
C -6.908 -0.583 -0.309
N -7.306 0.304 0.769
C -6.879 0.004 2.124
C -8.054 1.401 0.556
O -8.411 2.182 1.418
H -7.296 -1.586 -0.117
H -5.820 -0.625 -0.358
H -7.296 -0.228 -1.262
H -7.753 -0.124 2.765
H -6.283 0.832 2.512
H -6.284 -0.905 2.130
H -8.323 1.541 -0.503
C 4.612 2.359 2.232
N 4.071 1.066 2.600
C 4.006 0.013 1.599
C 3.627 0.807 3.846
O 3.163 -0.256 4.209
H 4.016 2.791 1.425
H 5.644 2.244 1.893
H 4.595 3.036 3.084
H 2.971 -0.306 1.462
H 4.589 -0.848 1.930
H 4.400 0.376 0.653
H 3.722 1.667 4.527
C 0.773 -3.526 -7.734
N 0.351 -2.666 -6.646
C 0.760 -2.976 -5.288
C -0.416 -1.576 -6.847
O -0.795 -0.827 -5.968
H 0.400 -4.539 -7.568
H 1.864 -3.550 -7.782
H 0.386 -3.159 -8.682
H -0.129 -3.122 -4.672
H 1.329 -2.139 -4.883
H 1.369 -3.875 -5.267
H -0.678 -1.418 -7.905
C -4.597 6.038 1.261
N -4.807 4.610 1.145
C -6.022 4.117 0.516
C -3.907 3.715 1.604
O -4.026 2.510 1.528
H -5.403 6.481 1.849
H -4.587 6.491 0.267
H -3.647 6.244 1.752
H -6.573 3.500 1.221
H -5.758 3.504 -0.349
H -6.645 4.949 0.196
H -3.024 4.189 2.063
C 4.095 -2.279 6.949
N 3.692 -1.366 8.003
C 4.168 -1.590 9.356
C 2.883 -0.308 7.769
O 2.517 0.482 8.615
H 3.757 -3.289 7.196
H 5.184 -2.273 6.861
H 3.661 -1.980 5.997
H 3.319 -1.731 10.027
H 4.734 -0.722 9.696
H 4.803 -2.473 9.384
H 2.577 -0.221 6.715
*
```

Entry 2:
Molecular formula: C22H62F2K2NO36P6S4
Method: DFT, ωB97M-V with the def2-TZVPD basis set

Relative energy (zero: lowest compared OMol25 entry of this formula, charge and spin), eV: 0.000
M, g/mol: 1347.01
E_HOMO, eV: -11.521

Structure (ORCA input):
```
! wB97M-V def2-TZVPD RIJCOSX def2/J DEFGRID3
* xyz 1 1
K 1.179 2.306 -2.377
K -1.038 4.234 -0.564
N -0.742 1.385 -0.601
S -0.300 0.454 0.767
O -0.126 -0.933 0.540
O -0.828 0.923 2.004
F 1.186 1.049 0.807
S -1.966 0.565 -1.021
O -3.047 0.439 -0.074
O -1.720 -0.561 -1.898
F -2.444 1.751 -2.035
C 6.029 3.535 -1.724
O 5.619 4.138 -0.514
P 4.180 3.914 0.148
O 3.121 3.807 -0.874
O 4.398 2.618 1.049
C 4.419 1.282 0.531
O 4.034 5.103 1.187
C 4.726 5.137 2.432
H 6.324 4.270 -2.474
H 5.235 3.013 -2.271
H 6.810 2.815 -1.490
H 3.783 0.699 1.190
H 5.421 0.851 0.592
H 4.138 1.240 -0.520
H 5.547 5.853 2.340
H 5.251 4.210 2.677
H 4.008 5.392 3.207
C -4.678 3.454 -4.308
O -4.908 2.948 -3.004
P -4.790 3.885 -1.738
O -3.549 4.672 -1.630
O -4.951 2.992 -0.461
C -5.971 1.960 -0.358
O -6.169 4.667 -1.862
C -6.440 5.810 -1.026
H -4.121 4.397 -4.280
H -5.590 3.638 -4.871
H -4.003 2.780 -4.835
H -6.488 1.861 -1.311
H -6.768 2.231 0.337
H -5.437 1.114 0.059
H -5.602 6.045 -0.373
H -7.334 5.646 -0.426
H -6.700 6.602 -1.728
C -1.655 -6.139 4.919
O -1.364 -4.927 5.610
P -2.226 -3.625 5.294
O -3.670 -3.860 5.332
O -1.643 -2.556 6.315
C -0.245 -2.294 6.245
O -1.673 -3.127 3.881
C -1.968 -1.800 3.416
H -1.755 -6.934 5.656
H -0.855 -6.360 4.212
H -2.593 -6.108 4.361
H -0.094 -1.236 6.034
H 0.307 -2.839 5.477
H 0.283 -2.543 7.165
H -2.757 -1.368 4.033
H -2.329 -1.873 2.391
H -1.038 -1.235 3.433
C 0.748 -3.923 1.725
O 1.393 -4.719 0.747
P 0.735 -6.106 0.322
O 0.336 -6.991 1.422
O -0.483 -5.613 -0.621
C -1.206 -6.592 -1.355
O 1.807 -6.619 -0.742
C 2.065 -8.014 -0.880
H 1.526 -3.572 2.405
H -0.041 -4.378 2.327
H 0.244 -3.011 1.386
H -1.066 -6.468 -2.431
H -2.266 -6.411 -1.168
H -0.963 -7.617 -1.075
H 1.196 -8.660 -0.718
H 2.805 -8.296 -0.135
H 2.352 -8.340 -1.878
C 0.461 2.463 -7.885
O -0.206 1.325 -7.339
P 0.386 0.476 -6.143
O 1.046 1.263 -5.071
O -0.818 -0.418 -5.676
C -2.143 0.048 -5.376
O 1.291 -0.583 -6.915
C 2.191 -1.375 -6.131
H 1.498 2.456 -7.550
H -0.005 3.386 -7.537
H 0.386 2.471 -8.969
H -2.409 -0.305 -4.384
H -2.783 -0.418 -6.125
H -2.261 1.125 -5.491
H 1.895 -1.457 -5.086
H 3.183 -0.924 -6.204
H 2.336 -2.379 -6.529
C 3.557 -2.136 0.094
O 4.228 -1.722 -1.092
P 3.374 -1.288 -2.360
O 2.628 -0.016 -2.235
O 4.447 -1.361 -3.507
C 5.462 -0.384 -3.595
O 2.476 -2.562 -2.678
C 1.139 -2.756 -2.170
H 2.503 -1.856 0.114
H 3.973 -1.650 0.982
H 3.725 -3.194 0.289
H 5.854 0.110 -2.705
H 5.207 0.352 -4.363
H 6.343 -0.860 -4.040
H 0.576 -1.827 -2.059
H 1.185 -3.288 -1.225
H 0.600 -3.305 -2.939
C -3.789 1.710 3.102
C -3.477 3.231 3.076
O -4.502 3.884 3.779
S -5.767 2.911 4.068
O -6.677 3.006 2.947
O -6.246 3.073 5.403
O -4.875 1.583 4.019
H -2.958 1.125 3.477
H -4.168 1.357 2.143
H -3.429 3.634 2.062
H -2.505 3.415 3.539
C 2.443 3.045 4.882
C 1.357 2.376 4.000
O 1.208 1.096 4.550
S 2.564 0.601 5.316
O 3.556 0.230 4.364
O 2.190 -0.300 6.356
O 2.793 2.106 5.883
H 2.005 3.929 5.344
H 3.298 3.392 4.307
H 1.662 2.295 2.952
H 0.378 2.853 4.011
*
```

Entry 3:
Molecular formula: C22H62F6N2O15P
Method: DFT, ωB97M-V with the def2-TZVPD basis set

Relative energy (zero: lowest compared OMol25 entry of this formula, charge and spin), eV: 1.174
M, g/mol: 739.70
E_HOMO, eV: -5.851

Structure (ORCA input):
```
! wB97M-V def2-TZVPD RIJCOSX def2/J DEFGRID3
* xyz -1 1
P 1.282 -0.302 -0.107
F 1.409 -1.865 -0.505
F 0.018 -0.603 0.805
F 2.227 -0.261 1.243
F 0.976 1.255 0.223
F 2.654 0.107 -0.841
F 0.500 0.043 -1.545
C 4.885 -0.648 5.676
O 3.609 -0.096 5.680
C 3.278 0.593 4.456
C 1.737 0.620 4.153
N 1.248 -0.752 3.905
C -0.214 -0.954 3.849
C -0.908 -1.006 5.186
O -0.329 -2.074 5.970
C -0.607 -3.456 5.593
H 4.827 -1.655 5.256
H 5.212 -0.788 6.706
H 5.596 -0.099 5.056
H 3.722 0.105 3.588
H 3.571 1.644 4.489
H 1.485 1.395 3.427
H 1.213 0.946 5.053
H 1.538 -1.085 2.997
H -0.480 -1.791 3.203
H -0.560 -0.131 3.217
H -1.983 -1.148 5.065
H -0.730 -0.094 5.755
H -1.634 -3.615 5.926
H 0.018 -4.135 6.172
H -0.547 -3.674 4.527
C -7.578 0.210 -1.367
O -6.300 0.508 -1.870
C -6.097 -0.094 -3.150
C -4.539 -0.042 -3.336
N -3.887 -1.112 -2.622
C -2.396 -1.146 -2.822
C -1.749 -2.359 -2.227
O -2.178 -3.517 -2.890
C -1.290 -3.870 -3.927
H -8.358 0.731 -1.925
H -7.535 0.607 -0.353
H -7.803 -0.850 -1.235
H -6.650 0.556 -3.831
H -6.473 -1.102 -3.335
H -4.182 0.896 -2.906
H -4.333 0.132 -4.396
H -4.257 -2.051 -2.672
H -1.865 -0.268 -2.454
H -2.182 -1.075 -3.891
H -1.894 -2.333 -1.144
H -0.669 -2.311 -2.075
H -0.286 -3.780 -3.504
H -1.386 -3.212 -4.792
H -1.167 -4.927 -4.166
C 1.205 0.230 -6.070
C 1.893 0.156 -4.611
O 2.205 1.530 -4.117
O -0.156 0.481 -5.982
H 1.327 -0.663 -6.687
H 1.770 0.910 -6.711
H 2.767 -0.488 -4.721
H 1.313 -0.242 -3.778
H 1.966 1.393 -3.196
H -0.511 0.972 -6.727
C -3.170 -1.451 1.427
C -3.263 -0.146 0.641
O -4.622 -0.014 0.172
O -3.978 -1.296 2.552
H -2.184 -1.665 1.840
H -3.501 -2.356 0.913
H -2.545 0.043 -0.158
H -3.015 0.688 1.299
H -4.532 -0.174 -0.773
H -4.835 -1.126 2.150
C 5.499 -2.107 0.295
C 5.479 -1.382 1.660
O 4.349 -1.848 2.385
O 5.473 -1.151 -0.778
H 4.635 -2.747 0.111
H 6.318 -2.824 0.361
H 5.596 -0.313 1.481
H 6.322 -1.740 2.252
H 3.601 -1.263 2.238
H 4.556 -0.869 -0.838
C 4.676 2.298 -1.876
C 5.618 3.330 -2.527
O 5.062 3.715 -3.776
O 3.408 2.848 -1.617
H 5.227 1.831 -1.058
H 4.439 1.464 -2.541
H 6.624 2.934 -2.675
H 5.775 4.192 -1.878
H 4.268 3.174 -3.807
H 2.955 2.153 -1.132
C -3.679 3.622 0.138
C -2.228 3.372 -0.459
O -1.426 2.745 0.560
O -3.763 4.406 1.286
H -4.061 2.618 0.336
H -4.332 4.094 -0.596
H -1.741 4.307 -0.741
H -2.409 2.892 -1.422
H -0.850 2.083 0.166
H -3.112 4.063 1.905
O 0.827 3.736 2.866
H 0.857 3.439 1.954
H -0.060 4.082 2.977
*
```

Entry 4:
Molecular formula: C22H62O14
Method: DFT, ωB97M-V with the def2-TZVPD basis set

Relative energy (zero: lowest compared OMol25 entry of this formula, charge and spin), eV: 13.141
SMILES string: CC(C)O.CC(C)O.CC(C)O.CC(C)O.OCCO.OCCO.OCCO.OCCO.OCCO
M, g/mol: 550.72
E_HOMO, eV: -9.562

Structure (ORCA input):
```
! wB97M-V def2-TZVPD RIJCOSX def2/J DEFGRID3
* xyz 0 1
C 2.252 3.076 1.521
C 3.070 2.740 2.716
C 3.404 3.804 3.661
O 2.375 1.622 3.364
H 1.308 3.614 1.701
H 1.875 2.180 0.969
H 2.881 3.680 0.825
H 4.014 2.125 2.410
H 4.217 3.510 4.354
H 2.717 4.256 4.065
H 3.827 4.545 3.106
H 3.068 1.164 4.016
C -1.335 3.975 0.118
C -2.133 4.700 -0.910
C -1.749 6.104 -1.213
O -1.880 4.004 -2.185
H -1.519 4.332 1.244
H -0.364 4.095 -0.029
H -1.458 2.940 -0.007
H -3.209 4.533 -0.767
H -1.911 6.636 -0.448
H -2.278 6.585 -2.090
H -0.642 6.088 -1.511
H -2.564 4.245 -2.668
C 2.303 -4.386 0.080
C 1.804 -5.885 0.024
C 2.539 -6.604 -1.013
O 2.302 -6.326 1.302
H 3.306 -4.384 0.442
H 1.551 -3.770 0.420
H 2.537 -4.084 -0.850
H 0.702 -5.887 -0.252
H 1.948 -7.463 -1.180
H 3.555 -6.783 -1.133
H 2.380 -6.098 -1.743
H 1.679 -6.154 2.009
C -1.872 -3.747 -1.327
C -3.264 -4.076 -0.763
C -4.267 -2.977 -0.767
O -3.569 -5.187 -1.565
H -1.963 -3.107 -2.173
H -1.153 -4.455 -1.462
H -1.406 -3.112 -0.756
H -3.281 -4.367 0.226
H -3.929 -2.123 -0.255
H -5.381 -3.058 -0.603
H -4.547 -2.862 -1.916
H -4.465 -5.561 -1.314
O 0.526 2.663 -2.768
C 1.391 3.784 -2.912
C 2.941 3.403 -2.988
O 3.595 4.685 -3.024
H -0.333 2.785 -2.986
H 1.055 4.541 -3.594
H 1.346 4.292 -1.926
H 3.307 2.800 -3.989
H 3.339 2.779 -2.204
H 4.225 4.690 -2.529
O -0.897 -0.484 0.448
C -0.294 0.079 -0.721
C 1.233 -0.271 -0.939
O 1.688 0.118 -2.209
H -0.707 0.006 1.181
H -0.753 -0.251 -1.525
H -0.556 1.074 -0.441
H 1.371 -1.369 -0.826
H 1.738 0.196 -0.081
H 1.332 1.062 -2.354
O -2.667 -1.690 -4.511
C -1.178 -1.828 -4.710
C -0.688 -0.444 -5.316
O 0.670 -0.501 -5.448
H -3.020 -2.500 -4.741
H -0.904 -1.979 -3.774
H -0.968 -2.752 -5.181
H -1.089 0.415 -4.678
H -1.303 -0.480 -6.250
H 0.992 -0.524 -4.449
O -0.831 1.539 2.394
C -1.530 1.945 3.484
C -0.835 1.605 4.748
O -1.622 1.978 5.848
H -0.080 1.993 2.253
H -1.708 2.926 3.612
H -2.456 1.538 3.531
H 0.034 2.318 4.622
H -0.610 0.481 5.005
H -2.461 1.462 5.744
O -1.920 -1.546 2.894
C -0.595 -2.158 2.971
C -0.380 -2.658 4.423
O 0.695 -3.547 4.598
H -1.956 -1.395 1.963
H -0.590 -3.193 2.508
H 0.022 -1.358 2.694
H -1.221 -3.213 4.959
H -0.294 -1.979 5.156
H 1.473 -3.132 4.366
*
```